(1)
A cluster of 5 separate species, C8H27O5 in total in a non-equilibrium geometry. Source: the OMol25 dataset; level of theory: ωB97M-V/def2-TZVPD.

The geometry in ORCA input format:
```
! wB97M-V def2-TZVPD RIJCOSX def2/J DEFGRID3
* xyz 1 1
O -7.472 17.782 3.339
H -7.986 17.356 4.029
H -7.308 18.688 3.609
H -6.634 17.322 3.249
C -4.856 15.295 -0.578
C -4.797 14.398 0.649
O -4.635 15.217 1.815
H -5.837 15.768 -0.528
H -4.736 14.807 -1.545
H -4.101 16.079 -0.640
H -4.040 13.620 0.547
H -5.768 13.912 0.744
H -3.696 15.228 2.010
C -8.015 22.080 1.406
C -8.095 22.796 2.727
O -8.050 21.788 3.751
H -8.738 21.271 1.300
H -6.994 21.765 1.193
H -8.219 22.789 0.603
H -9.032 23.352 2.747
H -7.290 23.501 2.933
H -7.995 22.213 4.610
C -2.683 21.335 5.238
C -2.751 19.898 4.710
O -3.429 19.848 3.491
H -3.627 21.876 5.176
H -1.963 21.898 4.644
H -2.246 21.386 6.235
H -3.195 19.219 5.438
H -1.720 19.579 4.555
H -2.912 20.245 2.786
C -7.392 17.814 8.524
C -7.718 16.382 8.248
O -8.479 16.199 7.041
H -6.429 18.097 8.099
H -7.208 18.018 9.579
H -8.152 18.499 8.148
H -8.236 15.934 9.097
H -6.837 15.743 8.312
H -8.947 15.372 7.184
*
```

- calculated total energy (eV) = -18961.899
- E_HOMO (eV) = -12.874
- relative energy (zero: lowest compared OMol25 entry of this formula, charge and spin) (eV) = 3.074

=====

(2)
A cluster of 2 separate species, CHNO3S in total in a non-equilibrium geometry. Source: the OMol25 dataset; level of theory: ωB97M-V/def2-TZVPD.

The geometry in ORCA input format:
```
! wB97M-V def2-TZVPD RIJCOSX def2/J DEFGRID3
* xyz 0 1
O -1.347 -0.982 -1.969
C -1.303 0.059 -1.524
S -1.637 1.542 -1.043
O 0.193 -0.358 0.154
N 1.242 0.210 0.389
O 1.626 0.107 1.642
H 1.227 -0.578 2.351
*
```

- calculated total energy (eV) = -19517.767
- E_HOMO (eV) = -10.003
- relative energy (zero: lowest compared OMol25 entry of this formula, charge and spin) (eV) = 2.787
- SMILES = O=C=S.O=NO

=====

(3)
The molecule C4H8O2. Source: the OMol25 dataset; level of theory: ωB97M-V/def2-TZVPD.

The geometry in ORCA input format:
```
! wB97M-V def2-TZVPD RIJCOSX def2/J DEFGRID3
* xyz 0 1
C 1.200 -0.856 1.629
C 0.305 -0.835 0.406
O -0.449 0.363 0.435
C -1.213 0.577 -0.721
C -0.507 1.506 -1.695
O -0.953 1.795 -2.777
H 0.598 -0.745 2.536
H 1.919 -0.031 1.589
H 1.752 -1.799 1.690
H 0.905 -0.895 -0.518
H -0.380 -1.698 0.408
H -2.159 1.051 -0.429
H -1.467 -0.359 -1.240
H 0.449 1.927 -1.313
*
```

- calculated total energy (eV) = -8371.704
- E_HOMO (eV) = -9.726
- relative energy (zero: lowest compared OMol25 entry of this formula, charge and spin) (eV) = 1.578
- SMILES = CCOCC=O

=====

(4)
The ion C7H13NOPS with charge +1 in a non-equilibrium geometry. Source: the OMol25 dataset; level of theory: ωB97M-V/def2-TZVPD.

The geometry in ORCA input format:
```
! wB97M-V def2-TZVPD RIJCOSX def2/J DEFGRID3
* xyz 1 1
C -3.376 -0.788 -0.722
C -1.928 -0.601 -0.398
P -1.135 0.069 -1.754
N 0.673 -0.220 -1.449
C 1.739 0.843 -1.153
C 1.481 1.911 -0.113
O 1.430 1.345 1.203
C 0.192 0.896 1.425
C -0.009 -0.446 1.538
C 1.040 -1.469 1.715
S -1.646 -1.019 1.294
H -3.817 -0.058 -0.070
H -3.743 -1.782 -0.591
H -3.488 -0.431 -1.706
H 0.989 -0.800 -2.241
H 0.849 -0.618 -0.519
H 2.619 0.330 -0.805
H 1.874 1.301 -2.104
H 2.415 2.486 -0.151
H 0.507 2.604 -0.208
H -0.602 1.580 1.401
H 1.460 -1.400 2.712
H 1.877 -1.302 1.122
H 0.599 -2.430 1.572
*
```

- calculated total energy (eV) = -31121.961
- E_HOMO (eV) = -12.383
- relative energy (zero: lowest compared OMol25 entry of this formula, charge and spin) (eV) = 0.695
- SMILES = C/C1=P/[NH2+]CCO/C=C(\C)S1

=====

(5)
A structure of composition C4H9N3O in a non-equilibrium geometry. Source: the OMol25 dataset; level of theory: ωB97M-V/def2-TZVPD.

The geometry in ORCA input format:
```
! wB97M-V def2-TZVPD RIJCOSX def2/J DEFGRID3
* xyz 0 1
C -1.014 1.466 0.720
C -1.870 -0.444 -0.844
N 0.732 -1.741 -0.097
C 1.717 -0.457 0.783
C -0.836 0.133 0.071
N 2.457 0.215 -0.187
N 0.228 -0.543 0.316
O 2.003 -0.526 1.947
H 0.436 -1.930 -1.060
H 3.420 0.324 0.094
H 2.346 -0.136 -1.126
H -1.862 1.444 1.411
H -1.239 2.224 -0.037
H -0.121 1.764 1.266
H -2.030 -1.504 -0.630
H -2.817 0.084 -0.740
H -1.550 -0.371 -1.889
*
```

- calculated total energy (eV) = -10809.020
- E_HOMO (alpha / beta) (eV) = -8.153 / -8.154
- relative energy (zero: lowest compared OMol25 entry of this formula, charge and spin) (eV) = 3.442

=====

(6)
A cluster of 12 separate species, C4H30O12S in total in a non-equilibrium geometry. Source: the OMol25 dataset; level of theory: ωB97M-V/def2-TZVPD.

The geometry in ORCA input format:
```
! wB97M-V def2-TZVPD RIJCOSX def2/J DEFGRID3
* xyz 0 1
O -0.136 0.116 0.631
C 0.744 -0.341 1.247
C 0.982 0.083 2.605
C -0.332 0.041 3.268
C -0.859 -1.306 3.606
S -2.632 -1.286 4.119
H 1.544 -0.999 0.848
H 1.448 1.225 2.654
H 1.507 -0.493 3.251
H -0.317 0.680 4.260
H -0.970 0.607 2.603
H -0.266 -1.912 4.516
H -0.643 -2.069 2.738
H -2.914 -0.003 3.971
O -3.991 -0.132 -1.885
H -3.164 0.225 -1.908
H -4.365 0.500 -2.451
O 4.049 -0.743 0.220
H 4.297 0.106 -0.154
H 4.882 -1.365 0.436
O 3.307 1.432 -1.098
H 2.496 1.748 -0.732
H 3.246 1.475 -2.091
O -2.181 -2.578 -2.056
H -2.314 -2.848 -1.051
H -3.022 -1.994 -2.113
O -0.602 1.728 -3.240
H -0.180 0.852 -3.157
H -0.349 2.169 -2.432
O -0.175 -0.677 -1.959
H -0.699 -1.504 -2.087
H -0.099 -0.503 -1.038
O -2.991 2.418 -2.603
H -2.291 1.874 -2.998
H -2.693 3.266 -2.729
O 0.776 2.756 -0.395
H -0.066 2.271 -0.167
H 0.814 3.679 -0.127
O -1.971 3.101 -0.315
H -2.418 2.890 -1.237
H -1.919 2.295 0.233
O 1.446 -2.973 1.904
H 2.142 -3.075 1.158
H 1.246 -3.910 2.152
O 3.376 -2.586 -2.136
H 2.479 -2.376 -2.468
H 3.778 -1.865 -1.794
*
```

- calculated total energy (eV) = -40037.824
- E_HOMO (eV) = -9.078
- relative energy (zero: lowest compared OMol25 entry of this formula, charge and spin) (eV) = 0.000
- SMILES = O=CCCCS.O.O.O.O.O.O.O.O.O.O.O